Formula: C30H85N5O10
Source: the OMol25 dataset
Level of theory: ωB97M-V/def2-TZVPD

Last column: Mulliken spin population.
Element x y z (Å)
1 C -1.14038 3.92001 4.84574  0.002
2 C -0.30338 2.84040 4.08050  0.005
3 O 1.02401 3.37411 3.83133  -0.008
4 H -2.04388 3.52695 5.31191  -0.001
5 H -1.69040 4.55636 4.15244  -0.001
6 H -0.51190 4.49755 5.52364  0.001
7 H -0.83133 2.62259 3.15210  0.000
8 H -0.12743 1.89958 4.60203  0.000
9 H 0.91825 3.93355 3.05839  0.006
10 C 3.75083 3.76000 -3.92012  0.289
11 C 2.63092 4.16047 -2.86650  0.091
12 O 2.47779 3.13897 -1.85609  -0.202
13 H 3.71219 4.38726 -4.81070  -0.049
14 H 3.55707 2.72573 -4.20447  0.064
15 H 4.71399 3.87445 -3.42280  -0.066
16 H 1.72602 4.11721 -3.47263  0.012
17 H 2.89045 5.13208 -2.44612  -0.019
18 H 2.53349 2.27603 -2.27303  0.136
19 C 0.11877 6.83625 1.05731  -0.001
20 C 0.25700 5.42811 0.55566  0.034
21 O -0.43156 4.49936 1.36047  -0.025
22 H 0.78460 7.45982 0.46072  -0.005
23 H 0.41457 6.87143 2.10581  0.003
24 H -0.85958 7.29952 0.92955  0.000
25 H 1.31899 5.21227 0.43859  0.002
26 H -0.19875 5.19378 -0.40636  0.025
27 H -0.62564 3.85812 0.67292  0.002
28 C -5.22420 4.51054 1.24818  0.015
29 C -6.41521 3.57955 1.01502  0.007
30 O -7.60753 4.20594 0.67643  -0.009
31 H -5.18829 5.15235 2.12847  -0.001
32 H -5.07919 5.20625 0.42170  0.001
33 H -4.37566 3.82770 1.29064  -0.012
34 H -6.48289 2.92208 1.88177  0.003
35 H -6.20071 2.90995 0.18212  0.004
36 H -8.03280 4.63055 1.42506  0.001
37 C -1.04449 2.62084 -5.86383  0.396
38 C -1.24569 1.68265 -4.64049  -0.124
39 O -0.53241 2.19462 -3.58427  -0.734
40 H -1.13094 3.68247 -5.63237  -0.004
41 H -1.49033 2.30585 -6.80729  -0.054
42 H -0.04059 2.49024 -6.26785  -0.044
43 H -0.89094 0.65531 -4.72302  0.337
44 H -2.32327 1.75093 -4.49135  -0.021
45 H 0.34638 1.82470 -3.69606  0.417
46 C 0.36173 -3.26141 -5.69829  0.071
47 C 1.85638 -2.84305 -5.44215  0.170
48 C 2.35350 -1.74554 -6.38946  0.250
49 O 2.53966 -2.15624 -7.77479  -0.180
50 C 3.30728 -3.33905 -8.04067  0.057
51 N 1.89713 -2.42522 -4.04753  0.166
52 H -0.26918 -2.41837 -5.97994  -0.006
53 H -0.05195 -3.87142 -4.89526  0.028
54 H 0.18221 -3.85236 -6.59644  -0.018
55 H 2.33113 -3.81844 -5.33575  0.063
56 H 3.31527 -1.31742 -6.10693  -0.059
57 H 1.71063 -0.87404 -6.26582  0.115
58 H 4.25550 -3.31577 -7.50362  -0.007
59 H 3.35538 -3.42330 -9.12634  -0.010
60 H 2.81242 -4.22189 -7.63593  0.003
61 H 1.53885 -3.23045 -3.55424  -0.128
62 H 2.88457 -2.39585 -3.83729  -0.167
63 C -2.85817 2.19097 -1.01859  0.008
64 C -1.57219 1.63414 -0.38241  -0.589
65 C -1.14737 0.20163 -0.80758  0.300
66 O -0.16755 -0.44054 0.04721  -0.305
67 C 0.10711 -1.75739 -0.36171  0.062
68 N -0.58057 2.67769 -0.66107  0.057
69 H -3.74915 1.60849 -0.78418  -0.015
70 H -2.65959 2.20533 -2.09025  0.014
71 H -3.00340 3.22369 -0.70156  0.038
72 H -1.76550 1.48844 0.68037  0.022
73 H -1.03743 0.05391 -1.88191  0.194
74 H -2.07917 -0.36302 -0.77565  0.059
75 H -0.54192 -2.45433 0.16852  -0.024
76 H 1.09638 -2.08657 -0.04382  0.113
77 H -0.07498 -2.10831 -1.37749  0.109
78 H 0.32361 2.48731 -0.25322  0.029
79 H -0.58766 2.64692 -1.67057  0.000
80 C -0.30292 -6.74950 -3.04369  -0.001
81 C 0.26813 -5.91312 -1.89692  0.020
82 C 1.02432 -6.87431 -0.97751  0.055
83 O 1.77684 -6.10538 0.01398  -0.084
84 C 0.94881 -5.52069 1.03988  0.109
85 N 1.17226 -4.90136 -2.40836  -0.072
86 H -0.85080 -5.97573 -3.58147  0.020
87 H -0.86372 -7.62329 -2.71190  -0.026
88 H 0.46863 -7.08178 -3.73823  -0.003
89 H -0.52271 -5.34584 -1.40613  -0.001
90 H 1.80130 -7.41619 -1.51672  0.012
91 H 0.45244 -7.68281 -0.52214  -0.010
92 H 0.61785 -4.51654 0.77489  -0.015
93 H 1.54981 -5.58134 1.94720  -0.007
94 H -0.00703 -5.98425 1.28399  -0.009
95 H 2.06129 -5.33136 -2.62006  -0.017
96 H 1.34597 -4.37092 -1.56660  0.020
97 C -1.38763 -0.83127 3.47243  -0.055
98 C -2.18326 -1.02430 4.78752  -0.019
99 C -3.46401 -1.98313 4.58585  0.022
100 O -4.39033 -1.90956 5.67846  -0.011
101 C -5.50440 -2.81355 5.42915  0.006
102 N -1.35740 -1.50908 5.87887  0.001
103 H -0.41838 -0.35500 3.62006  0.025
104 H -1.95803 -0.14129 2.85060  -0.020
105 H -1.31402 -1.78556 2.95089  0.022
106 H -2.44639 -0.02100 5.12254  0.005
107 H -3.04641 -2.98421 4.47844  0.014
108 H -3.98797 -1.82422 3.64334  0.010
109 H -5.45484 -3.89237 5.57677  0.001
110 H -5.86699 -2.72045 4.40545  -0.002
111 H -6.34261 -2.33318 5.93388  0.000
112 H -2.00356 -1.52280 6.65501  -0.001
113 H -0.67074 -0.80601 6.11184  -0.001
114 C 5.27429 -1.02862 5.47581  0.001
115 C 4.38079 0.19210 5.23490  0.000
116 C 3.24530 -0.10955 4.16528  0.003
117 O 3.76548 -0.40125 2.91684  -0.094
118 C 2.81657 -0.45525 1.84771  0.194
119 N 3.84281 0.63966 6.50322  0.000
120 H 4.69294 -1.94107 5.60842  0.001
121 H 6.04399 -0.82956 6.22150  -0.002
122 H 5.79405 -1.15853 4.52656  0.001
123 H 5.01611 0.98453 4.83929  0.000
124 H 2.64958 0.79032 4.01218  0.000
125 H 2.56979 -0.88714 4.52187  -0.007
126 H 2.03168 0.28663 1.99490  0.026
127 H 2.36723 -1.44397 1.94051  0.049
128 H 3.29740 -0.29882 0.88209  -0.057
129 H 3.25717 0.03027 7.05619  0.000
130 H 4.62247 0.80863 7.12264  0.000

As for the expectation value of S²: 0.751. Its charge is -1. The value obtained for the LUMO energy (alpha / beta) is 2.1 / 2.0 eV. As for the gap between HOMO and LUMO (alpha / beta): 0.061 / 0.315 hartree. The largest force on an atom is 2.77 eV/A. Its energy above the lowest of the compared OMol25 structures with the same formula, charge and spin is 262.7 kJ/mol. The spin multiplicity is 2.